Entry from the Open Molecules 2025 dataset: C8H7BrNO4S as an isolated structure (ωB97M-V/def2-TZVPD).

Element x y z (Å)
C -0.39120 -0.69998 1.61667
C 0.91370 -0.86837 1.06112
C 2.24850 0.05012 -0.85063
C 1.92761 -1.78730 1.86737
C 1.62214 1.33587 -1.43292
C -1.23886 0.14299 1.01160
C 0.68994 1.26021 -0.20083
C -3.09402 -0.28188 -1.11454
N 1.25735 -0.01557 0.15987
O 2.13950 -2.90237 1.55348
O 3.19804 -0.64438 -0.99604
O 2.25732 -1.03243 2.80145
O -1.76578 2.09418 -0.68541
S -1.12128 0.80693 -0.69479
Br -2.64175 -1.68309 -2.34696
H -0.59023 -1.25045 2.45438
H 2.37771 2.04076 -1.45052
H 1.14424 1.02915 -2.26872
H -2.37869 0.22317 1.26845
H 0.64648 2.18226 0.34718
H -3.36665 0.50003 -1.82451
H -3.83408 -0.49985 -0.27569

As for the total charge: -1. As for the HOMO energy (alpha / beta): -3.07 / -4.86 eV. Its orbital gap (alpha / beta) is 5.77 / 6.07 eV. The energy relative to the best compared isomer or geometry (same formula, charge and spin) is 9.83 kcal/mol. The multiplicity is 3. As for the calculated total energy: -3636.80698 Ha.

These are the natural (NBO) partial charges, in e, on atoms 1 to 6: -0.26, 0.13, 0.71, 0.77, -0.52, -0.51